No. 1
ORCA calculation (the ωB97M-V functional and the def2-TZVPD basis) on an isolated molecule of C27H32N4O4 at a distorted geometry.

Structure (XYZ):
```
67
Properties=species:S:1:pos:R:3:forces:R:3
C 0.744 5.613 5.118 0.0 0.2 0.0
H 1.785 5.947 5.055 0.0 0.0 0.0
O 0.613 4.260 4.760 0.0 -0.4 -0.2
C 0.966 3.886 3.503 0.0 0.0 0.1
C 1.457 4.730 2.524 -0.1 0.0 0.4
C 1.785 4.240 1.266 0.0 -0.3 -0.2
C 1.639 2.898 0.976 0.2 0.3 0.0
C 1.143 2.038 1.956 0.0 0.0 0.2
C 0.804 2.510 3.210 -0.1 0.0 0.2
O 0.311 1.755 4.224 0.2 0.6 -0.1
C 0.108 0.381 4.002 0.0 -0.3 -0.1
H -0.610 0.200 3.195 0.0 0.0 0.0
H 1.044 -0.137 3.772 0.0 0.0 0.0
H -0.298 -0.007 4.933 0.0 0.0 -0.1
H 1.028 0.992 1.715 -0.1 -0.2 0.0
C 1.952 2.352 -0.393 0.0 0.0 0.1
C 0.697 1.906 -1.082 -0.1 -0.2 -0.2
N 0.692 0.792 -1.714 1.0 -0.4 0.2
N -0.471 0.455 -2.316 -0.9 0.3 -0.2
C -0.730 -0.645 -3.047 0.5 0.1 0.1
N -1.983 -0.637 -3.466 -0.1 -0.2 -0.1
C -2.567 0.492 -3.004 0.2 0.5 0.4
C -1.640 1.210 -2.270 -0.5 -0.5 -0.4
C -1.645 2.454 -1.551 0.2 0.3 0.2
O -2.567 3.224 -1.404 -0.1 0.0 -0.1
N -0.389 2.732 -0.993 -0.1 0.2 -0.1
H -0.312 3.581 -0.446 -0.1 -0.1 0.0
C -3.980 0.840 -3.286 0.0 0.0 0.0
H -4.226 1.781 -2.801 -0.1 0.0 0.0
H -4.638 0.054 -2.920 -0.1 0.0 0.0
H -4.135 0.930 -4.360 0.0 0.0 -0.1
C 0.280 -1.694 -3.351 -0.1 -0.3 -0.3
H 1.267 -1.276 -3.129 0.0 0.0 -0.1
C 0.043 -2.936 -2.479 0.0 0.3 0.1
C 0.019 -2.605 -0.989 0.0 -0.4 -0.2
H 0.926 -2.056 -0.721 0.0 0.1 0.1
H -0.836 -1.964 -0.762 0.0 0.1 0.1
C -0.073 -3.880 -0.144 0.0 0.3 0.0
C -0.080 -3.562 1.323 0.0 -0.2 0.0
C -1.269 -3.271 1.979 0.0 0.0 0.0
C -1.277 -2.976 3.331 -0.1 0.0 0.1
C -0.092 -2.966 4.046 0.0 0.0 0.1
C 1.101 -3.238 3.399 0.1 0.0 0.1
C 1.105 -3.531 2.047 0.0 0.0 0.0
H 2.039 -3.752 1.548 0.1 0.0 -0.1
H 2.030 -3.230 3.952 0.1 0.0 0.0
H -0.098 -2.752 5.105 0.0 0.0 0.1
H -2.211 -2.763 3.830 -0.1 0.0 0.0
H -2.198 -3.289 1.427 -0.1 0.0 -0.1
H -0.987 -4.415 -0.411 0.0 -0.1 0.0
H 0.777 -4.524 -0.377 0.0 -0.1 0.0
H 0.843 -3.652 -2.670 0.0 -0.1 0.0
H -0.903 -3.393 -2.775 0.0 -0.1 0.0
C 0.191 -2.027 -4.864 0.6 0.3 0.1
O -1.043 -2.605 -5.190 -0.3 -0.3 -0.1
H -1.737 -2.052 -4.789 0.0 0.0 -0.1
C 1.296 -2.977 -5.318 -0.4 0.3 0.1
H 1.137 -3.962 -4.892 0.0 -0.1 0.1
H 1.262 -3.069 -6.400 0.0 0.0 -0.1
H 2.270 -2.600 -5.021 0.2 0.0 0.0
H 0.310 -1.071 -5.409 0.0 -0.2 0.1
H 2.626 1.497 -0.338 0.0 0.0 -0.1
H 2.428 3.125 -1.002 0.0 0.0 0.0
H 2.166 4.921 0.519 0.1 0.0 -0.1
H 1.588 5.782 2.722 0.0 0.1 0.1
H 0.409 5.676 6.151 0.0 0.0 -0.1
H 0.117 6.258 4.494 0.0 0.0 0.0
```
Forces are in eV/Å.

Net charge: 0
Energy above the lowest of the compared OMol25 structures with the same formula, charge and spin in kcal/mol: 76.13
Highest occupied orbital energy in eV: -8.43

No. 2
ORCA calculation (the ωB97M-V functional and the def2-TZVPD basis) on an isolated molecule of C27H32N4O5 at a distorted geometry.

Structure (XYZ):
```
68
Properties=species:S:1:pos:R:3:forces:R:3
C 5.318 -1.037 -1.191 -1.8 -1.5 -0.8
C 4.197 -0.490 -0.314 5.3 -8.1 2.7
C 3.682 -0.943 0.981 6.1 -3.7 -6.0
C 2.856 0.010 1.247 0.3 3.1 -4.9
N 2.787 0.832 0.145 -4.0 4.5 4.0
O 3.801 0.600 -0.666 -2.4 2.6 -1.7
N 2.305 0.183 2.371 -3.6 -3.9 6.1
C 1.702 -1.114 3.178 2.9 1.3 -1.2
O 2.259 -2.196 3.126 -1.8 2.7 0.0
C 0.570 -0.654 4.067 1.5 -1.8 1.9
C -0.739 -0.749 3.528 0.1 -2.1 -11.0
H -1.559 -0.748 4.099 -2.9 0.7 2.3
C -0.786 0.404 2.139 3.6 3.9 12.5
O -0.265 1.553 2.701 -2.0 -4.2 -4.2
N -1.462 0.164 1.123 6.6 16.0 -0.4
C -1.974 -0.874 0.819 -9.6 -13.4 -5.4
C -1.131 -2.032 0.384 4.3 -0.3 2.6
C -1.626 -3.348 0.520 -4.7 0.4 -0.9
C -1.059 -4.512 0.338 7.9 3.7 -0.6
C 0.503 -4.247 0.106 -7.3 -15.8 0.0
C 0.973 -3.146 -0.018 8.3 13.4 1.1
C 0.301 -1.899 0.415 -5.8 -4.9 -2.5
H 0.583 -0.934 0.365 2.2 2.8 -0.1
H 2.139 -2.795 -0.081 -2.5 -1.9 -0.4
H 0.905 -5.406 -0.087 0.1 3.6 0.4
H -1.412 -5.459 0.295 -1.3 -2.5 0.1
H -2.708 -3.512 0.571 -0.3 0.9 0.4
H -2.755 -0.757 0.006 0.9 0.3 0.3
H -2.702 -1.164 1.583 0.1 -0.9 0.5
C -1.395 1.454 0.198 1.1 -0.7 1.0
C -2.844 1.926 0.147 6.6 1.7 -4.5
C -3.993 1.624 0.611 -1.9 7.4 -7.5
C -4.919 2.682 0.121 7.3 -0.8 -4.6
C -4.134 3.366 -0.950 -3.7 -3.6 7.8
O -2.846 2.967 -0.897 -1.8 -1.1 1.3
C -4.681 4.492 -1.565 4.1 -6.5 -7.0
H -4.119 5.241 -1.607 5.5 6.4 0.5
H -5.534 4.902 -1.524 -7.1 1.4 1.0
H -4.403 4.174 -2.737 -1.5 0.9 1.9
H -5.836 2.750 0.495 -3.9 0.7 0.8
H -4.147 1.213 1.392 -2.0 -6.1 9.5
H -0.528 2.244 0.785 -3.0 -2.4 -1.6
C -0.801 0.863 -1.174 -8.0 -0.5 -1.2
O -1.558 0.355 -2.060 0.9 0.9 2.4
N 0.421 1.010 -1.323 3.4 -0.9 -4.8
H 0.857 1.571 -0.726 2.8 2.5 3.2
C 1.081 0.905 -2.719 4.2 -0.8 6.9
C 1.099 -0.580 -3.055 1.9 -4.1 9.2
H 1.934 -1.255 -2.451 -0.5 2.1 -1.7
H 0.374 -1.218 -2.343 0.2 2.1 -1.9
C 0.976 -0.839 -4.395 -4.5 1.0 -3.5
H 0.664 -1.832 -4.729 -0.3 0.3 0.2
H 1.778 -0.565 -4.897 4.5 0.6 -2.4
C 0.036 0.410 -4.812 -1.6 -3.1 10.8
H -0.995 0.111 -4.510 0.6 0.2 0.0
C 0.465 1.632 -3.715 5.0 -5.4 -9.1
H 1.174 2.018 -4.445 0.1 1.5 0.9
H -0.323 2.069 -3.536 -7.6 5.1 1.8
H -0.043 0.563 -5.717 0.1 2.2 -9.1
H 2.121 1.520 -2.435 -2.1 -2.4 -0.8
H -0.883 -1.689 2.708 0.7 1.5 3.2
H 0.561 -1.326 4.914 0.4 -0.6 0.3
H 0.653 0.284 4.540 0.9 1.5 -0.1
H 1.748 0.941 2.546 -1.8 2.5 0.3
H 4.158 -1.796 1.414 -0.4 -0.1 0.7
H 5.823 -1.925 -0.814 -0.1 0.1 0.4
H 4.891 -1.389 -2.205 0.6 0.9 1.4
H 6.029 -0.263 -1.323 0.8 0.7 -0.4
```
Forces are in eV/Å.

Net charge: 0
Energy above the lowest of the compared OMol25 structures with the same formula, charge and spin in kcal/mol: 591.74
Highest occupied orbital energy in eV: -7.95

No. 3
ORCA calculation (the ωB97M-V functional and the def2-TZVPD basis) on C27H33AsAuF6N5O3PS as an isolated structure.

Structure (XYZ):
```
78
Properties=species:S:1:pos:R:3:forces:R:3
Au -0.193 1.264 0.716 0.1 0.5 -0.4
C 2.873 1.903 4.388 0.1 0.0 0.1
C 2.655 2.913 3.468 0.0 0.0 -0.1
C 1.752 2.704 2.441 0.1 0.1 0.1
N 1.104 1.540 2.316 -0.5 -0.2 -0.1
C 1.304 0.554 3.203 0.1 -0.1 0.1
C 2.184 0.703 4.255 -0.1 0.0 0.0
H 3.571 2.047 5.203 0.0 0.0 0.0
H 3.161 3.866 3.540 0.0 0.0 0.0
H 1.528 3.476 1.720 0.0 0.0 0.0
H 0.740 -0.355 3.045 0.0 0.0 0.0
H 2.321 -0.106 4.958 0.0 0.0 0.0
N -2.406 0.740 5.411 0.0 -0.1 0.3
C -2.566 1.276 4.015 0.1 -0.1 -0.2
P -2.692 -0.186 2.877 -0.1 0.0 0.1
O -2.874 -1.329 3.838 0.0 0.0 0.0
O -1.605 -0.223 1.836 0.0 0.2 0.0
C -4.349 -0.092 2.030 0.2 0.2 0.0
N -5.266 -1.047 2.741 -0.1 -0.1 0.1
H -3.072 1.154 6.071 0.1 -0.1 -0.1
H -1.469 0.915 5.781 -0.1 0.0 0.0
H -2.565 -0.291 5.354 0.0 0.1 0.0
H -1.720 1.910 3.770 -0.1 0.0 0.0
H -3.463 1.891 3.976 0.0 0.1 0.0
H -4.232 -0.423 1.001 0.0 0.0 0.0
H -4.779 0.907 2.025 0.0 0.0 0.0
H -4.648 -1.618 3.366 -0.1 0.0 -0.1
H -5.776 -1.662 2.103 0.0 0.1 0.1
H -5.964 -0.569 3.319 0.1 -0.1 -0.1
F -2.624 2.657 1.185 0.4 0.3 0.2
As -1.907 4.293 1.532 0.0 -0.4 0.0
F -1.126 3.544 2.923 0.1 0.2 -0.4
F -3.280 4.670 2.458 0.1 0.0 0.0
F -1.087 5.742 1.797 0.0 -0.1 0.0
F -2.590 4.809 0.047 0.1 -0.1 0.0
F -0.446 3.691 0.547 -0.4 0.0 0.4
O 1.491 -0.350 -0.395 0.0 -0.3 -0.1
S 2.751 -0.663 -1.123 -0.1 0.2 -0.1
C 2.929 -2.504 -1.035 0.0 0.2 -0.2
C 4.290 -3.021 -1.367 0.0 0.0 0.0
C 4.421 -4.188 -2.157 0.2 -0.2 0.0
C 5.646 -4.776 -2.307 -0.3 0.0 -0.1
C 6.801 -4.158 -1.741 0.1 0.0 0.0
C 6.683 -2.992 -0.947 -0.2 0.2 0.0
C 5.455 -2.418 -0.791 0.3 0.0 0.0
C 2.360 -0.396 -2.908 0.2 0.0 0.2
C 1.027 -0.867 -3.366 -0.1 0.1 0.0
C -0.144 0.042 -3.311 0.0 0.0 0.0
C -1.330 -0.347 -4.221 0.0 0.0 0.0
C -1.343 -1.712 -4.746 -0.1 0.1 0.0
C -0.264 -2.554 -4.603 0.1 0.0 0.0
C 0.910 -2.109 -3.962 -0.1 0.0 -0.1
H 2.137 -2.992 -1.601 0.0 0.0 0.0
H 2.734 -2.663 0.032 0.0 0.0 0.0
H 3.543 -4.648 -2.590 0.0 0.0 0.0
H 5.755 -5.707 -2.849 0.0 0.0 -0.1
H 7.784 -4.563 -1.959 0.0 -0.1 0.1
H 7.565 -2.556 -0.499 0.0 0.0 0.0
H 5.355 -1.503 -0.222 0.0 0.0 0.1
H 3.187 -0.855 -3.455 0.0 0.0 -0.1
H 2.440 0.689 -2.997 0.0 0.0 0.0
H 0.179 1.072 -3.472 0.0 0.0 0.0
H -1.506 0.347 -5.052 0.0 0.0 0.0
H -2.228 -2.042 -5.279 0.0 0.0 0.0
H -0.286 -3.540 -5.049 0.0 0.0 0.0
H 1.781 -2.753 -4.011 0.0 0.0 0.0
N -5.121 0.914 -4.887 -0.3 -0.1 -0.3
C -4.220 1.044 -4.192 0.2 0.1 0.3
C -3.118 1.145 -3.286 0.0 0.1 0.0
C -2.763 2.294 -2.701 0.0 -0.1 -0.1
C -1.790 2.271 -1.621 -0.1 0.1 0.0
N -1.110 1.243 -1.250 0.0 -0.3 0.5
C -1.155 0.041 -2.064 0.1 0.0 -0.1
C -2.347 -0.110 -3.047 0.0 -0.1 0.1
H -3.276 3.224 -2.904 0.0 0.0 0.0
H -1.694 3.173 -1.034 0.0 0.0 0.0
H -1.010 -0.829 -1.428 0.0 0.0 0.0
H -3.012 -0.954 -2.861 0.0 0.0 0.0
```
Forces are in eV/Å.

2S+1: 4
Net charge: +4
Energy above the lowest of the compared OMol25 structures with the same formula, charge and spin in kcal/mol: 42.71
Highest occupied orbital energy (alpha / beta) in eV: -19.17 / -19.35

No. 4
ORCA calculation (the ωB97M-V functional and the def2-TZVPD basis) on a 2-piece molecular cluster, C27H33BNO5 overall at a distorted geometry.

Structure (XYZ):
```
67
Properties=species:S:1:pos:R:3:forces:R:3
C 2.276 -2.984 3.789 0.9 -0.5 0.7
C 1.885 -2.659 2.452 0.7 -0.9 -1.4
C 2.428 -3.051 1.264 0.6 0.5 0.3
C 1.656 -2.351 0.282 -1.0 -1.1 -1.0
C 0.469 -2.055 0.911 3.9 3.2 1.3
B 0.757 1.390 1.464 -1.2 -2.6 -1.6
O -0.210 0.980 2.298 0.7 1.2 0.1
C 0.050 1.537 3.607 -0.4 -0.8 -0.5
C 1.416 2.254 3.483 -0.1 0.6 -0.3
N 2.042 1.783 2.180 0.2 -0.5 0.6
C 3.184 0.817 2.466 -0.2 -0.5 -0.3
C 2.438 2.790 1.157 0.3 0.2 0.1
C 2.070 2.186 -0.191 -1.2 -1.0 -0.2
O 0.799 1.484 0.085 0.9 0.5 2.0
O 0.754 -1.962 2.258 -1.2 -1.0 0.3
H 3.141 -3.618 3.667 0.4 -0.2 0.3
H 2.579 -2.132 4.371 0.1 0.5 0.4
H 1.533 -3.540 4.313 -0.7 -0.3 0.6
H 3.152 -3.858 1.031 -0.1 1.2 0.6
H 1.961 -2.138 -0.752 -0.6 -0.8 0.5
H -0.806 2.209 3.789 0.6 -0.1 0.3
H 0.043 0.698 4.310 0.1 0.3 0.0
H 1.225 3.314 3.311 0.3 0.1 0.6
H 2.087 2.028 4.310 -0.1 0.4 -0.1
H 4.051 1.426 2.707 0.0 0.1 0.1
H 2.971 0.160 3.323 -0.3 0.3 -0.4
H 3.437 0.181 1.602 -0.4 0.3 0.2
H 1.817 3.645 1.364 0.0 0.6 -0.2
H 3.474 3.012 1.281 0.7 0.5 -0.1
H 1.784 2.917 -0.943 0.6 0.2 0.0
H 2.768 1.427 -0.576 0.0 0.5 0.1
C -3.597 3.740 2.463 -0.5 -0.3 0.1
O -4.012 2.399 2.788 -0.4 0.4 -0.2
C -3.599 1.374 1.996 1.2 -0.1 -0.4
C -3.581 0.077 2.541 -0.1 0.9 0.3
C -2.706 -0.869 2.050 0.4 -0.3 -0.2
C -1.825 -0.554 1.012 0.3 -0.9 -0.8
C -0.801 -1.631 0.439 -2.6 1.0 -0.6
C -0.489 -1.308 -0.996 0.0 -1.8 -1.1
C -0.634 -2.269 -1.951 0.0 1.6 2.4
C -0.533 -1.948 -3.331 0.1 0.2 -1.6
C -0.590 -2.995 -4.267 0.4 1.0 0.1
C -0.552 -2.722 -5.611 0.3 0.7 -0.7
C -0.443 -1.383 -6.056 -0.6 0.1 0.5
O -0.449 -1.198 -7.393 0.2 0.1 -0.3
C -0.330 0.129 -7.924 -0.1 -0.5 0.5
C -0.439 -0.315 -5.130 0.3 -0.9 -0.4
C -0.483 -0.606 -3.780 0.2 -0.8 0.1
C -2.092 0.617 0.299 -0.1 -0.7 -0.4
C -3.001 1.563 0.740 0.2 0.4 0.8
H -4.013 4.345 3.275 0.1 -0.1 -0.2
H -2.497 3.856 2.459 -0.4 -0.3 -0.1
H -4.019 4.088 1.507 0.2 -0.2 0.3
H -4.202 -0.106 3.407 0.0 -0.1 0.1
H -2.694 -1.875 2.470 0.0 0.3 0.1
H -1.329 -2.583 0.639 -0.6 0.2 -1.1
H 0.148 -0.406 -1.175 -1.2 -0.7 0.1
H -0.863 -3.291 -1.625 -0.4 0.4 -0.3
H -0.591 -4.007 -3.908 -0.2 -0.3 0.0
H -0.570 -3.513 -6.353 0.0 0.1 0.0
H -0.337 -0.010 -9.000 0.0 0.2 0.0
H -1.185 0.736 -7.606 0.1 0.0 -0.1
H 0.611 0.593 -7.604 -0.2 0.0 -0.1
H -0.363 0.708 -5.463 -0.1 0.0 0.0
H -0.451 0.211 -3.057 -0.2 -0.2 -0.2
H -1.612 0.770 -0.660 0.1 0.1 0.1
H -3.106 2.495 0.191 0.0 -0.2 0.1
```
Forces are in eV/Å.

Net charge: +1
Energy above the lowest of the compared OMol25 structures with the same formula, charge and spin in kcal/mol: 0.00
Highest occupied orbital energy in eV: -9.43

Among the records above, which one has the highest net charge? C27H33AsAuF6N5O3PS

Look up the energy above the lowest of the compared OMol25 structures with the same formula, charge and spin of the second one. 591.74 kcal/mol

What is the formula in the first record? C27H32N4O4

net charge of number 4 (C27H33BNO5)? +1